1.
Below is a molecular structure, C20H30B2FN2O20Pb in a non-equilibrium geometry, with properties calculated with the ωB97M-V functional and the def2-TZVPD basis.

Each line ends with the Löwdin charge.
Positions of all 76 atoms, in Å:
Pb 2.60 -6.20 13.43  1.595
O -1.06 -11.50 14.91  0.118
C -2.02 -11.36 14.15  -0.429
O -3.01 -12.16 14.07  0.261
B -3.84 -11.73 12.92  -0.902
O -3.19 -10.48 12.52  0.276
C -2.12 -10.27 13.14  -0.478
O -1.33 -9.39 13.03  0.129
O -5.19 -11.45 13.41  0.223
C -6.03 -12.40 12.91  -0.344
O -7.22 -12.51 13.11  0.126
C -5.23 -13.23 11.90  -0.342
O -3.96 -12.78 11.92  0.245
O -5.79 -14.06 11.20  0.122
O 7.55 -2.87 17.88  0.118
C 6.71 -3.04 18.74  -0.353
O 6.69 -2.72 20.05  0.227
B 5.52 -3.28 20.72  -0.868
O 4.73 -3.88 19.63  0.216
C 5.38 -3.78 18.46  -0.335
O 5.07 -4.35 17.40  0.079
O 6.01 -4.19 21.75  0.232
C 5.58 -3.83 22.96  -0.352
O 5.78 -4.36 24.05  0.107
C 4.75 -2.54 22.79  -0.366
O 4.79 -2.20 21.50  0.200
O 4.26 -1.90 23.73  0.100
F 3.36 -8.89 15.40  -0.703
C 6.66 -6.41 12.37  -0.053
O 5.34 -6.59 11.85  -0.293
C 5.30 -7.52 10.80  -0.242
C 3.95 -7.60 10.08  -0.182
N 3.09 -6.39 10.19  -0.083
C 3.77 -5.19 9.61  -0.172
C 3.45 -3.89 10.35  -0.191
O 3.95 -3.74 11.74  -0.273
C 3.38 -2.50 12.21  -0.108
H 7.33 -5.92 11.66  0.095
H 7.08 -7.39 12.58  0.099
H 6.56 -5.82 13.28  0.103
H 5.54 -8.51 11.18  0.131
H 6.10 -7.40 10.06  0.124
H 3.31 -8.38 10.49  0.116
H 3.99 -7.93 9.04  0.122
H 2.33 -6.57 9.54  0.106
H 3.53 -5.12 8.55  0.127
H 4.85 -5.29 9.65  0.117
H 2.38 -3.70 10.38  0.111
H 3.90 -3.04 9.84  0.124
H 2.29 -2.48 12.15  0.084
H 3.79 -1.61 11.74  0.096
H 3.59 -2.47 13.28  0.095
C -1.32 -4.87 12.72  -0.066
O -0.47 -4.75 13.91  -0.288
C -1.25 -4.38 15.02  -0.222
C -0.36 -4.33 16.32  -0.177
N 0.34 -5.60 16.64  -0.052
C -0.62 -6.59 17.20  -0.161
C -0.80 -6.35 18.74  -0.204
O 0.47 -6.31 19.36  -0.188
C 0.48 -6.01 20.73  -0.106
H -0.65 -5.05 11.87  0.074
H -1.95 -4.01 12.47  0.085
H -2.00 -5.70 12.89  0.095
H -2.10 -5.05 15.18  0.114
H -1.60 -3.37 14.79  0.120
H -0.85 -3.90 17.20  0.111
H 0.46 -3.65 16.09  0.107
H 0.89 -5.56 17.48  0.088
H -0.21 -7.58 17.02  0.124
H -1.59 -6.52 16.69  0.105
H -1.49 -7.05 19.21  0.122
H -1.31 -5.39 18.87  0.103
H 1.45 -5.58 20.96  0.096
H 0.14 -6.82 21.38  0.089
H -0.21 -5.23 21.04  0.079

Properties
Orbital gap, eV: 5.2
Total charge: -1
Energy above the lowest of the compared OMol25 structures with the same formula, charge and spin, kcal per mole: 163.02
Energy, eV: -74479.7291
LUMO energy, eV: -2.1323
Highest occupied orbital energy, eV: -7.38


2.
Below is a molecular structure, C23H24F5N3NiSTe, with properties calculated with the ωB97M-V functional and the def2-TZVPD basis.

Each line ends with the Löwdin charge.
Positions of all 58 atoms, in Å:
Ni -0.42 0.84 0.72  0.168
N 1.38 0.10 0.84  0.035
C 2.26 0.64 -0.18  -0.263
C 3.40 1.34 0.19  -0.028
C 4.24 1.85 -0.80  -0.074
C 3.93 1.66 -2.14  -0.089
C 2.79 0.96 -2.49  -0.071
C 1.94 0.46 -1.51  -0.034
H 1.75 0.33 1.76  0.105
H 1.35 -0.91 0.76  0.060
H 3.63 1.49 1.23  0.114
H 5.12 2.39 -0.51  0.105
H 4.59 2.06 -2.90  0.102
H 2.54 0.81 -3.53  0.105
H 1.03 -0.07 -1.77  0.056
F 0.46 3.49 0.71  0.027
C 0.19 2.48 1.62  -0.348
F 1.38 2.31 2.32  0.001
C -0.74 3.12 2.67  -0.590
F -1.79 3.72 2.10  0.142
F -1.20 2.17 3.50  0.133
F -0.12 4.05 3.41  0.155
C 3.56 -5.39 0.25  -0.051
C 2.39 -4.46 0.13  -0.270
C 1.88 -4.10 -1.11  -0.017
C 0.80 -3.23 -1.25  -0.319
C 0.30 -2.93 -2.63  -0.108
C 0.21 -2.68 -0.09  -0.521
Te -1.39 -1.28 -0.32  1.034
C 0.70 -3.05 1.17  -0.342
C 0.11 -2.57 2.47  -0.090
C 1.78 -3.92 1.25  -0.025
H 3.92 -5.71 -0.73  0.072
H 3.29 -6.29 0.82  0.081
H 4.39 -4.92 0.78  0.080
H 2.33 -4.52 -2.01  0.112
H 0.88 -3.48 -3.37  0.074
H 0.36 -1.87 -2.86  0.042
H -0.75 -3.21 -2.74  0.065
H -0.66 -1.82 2.33  0.002
H 0.88 -2.16 3.12  0.082
H -0.34 -3.41 3.01  0.087
H 2.15 -4.20 2.24  0.123
N -6.05 3.62 -1.95  0.091
C -5.89 3.37 -0.64  -0.843
S -7.01 3.73 0.50  0.692
C -4.57 2.77 -0.29  -0.225
C -4.47 1.82 0.73  -0.001
C -3.24 1.27 1.01  -0.133
N -2.13 1.62 0.36  -0.100
C -2.21 2.55 -0.60  -0.088
C -3.40 3.13 -0.96  0.010
H -6.93 4.01 -2.25  0.101
H -5.43 3.24 -2.64  0.107
H -5.35 1.53 1.28  0.107
H -3.13 0.51 1.78  0.110
H -1.28 2.83 -1.07  0.127
H -3.40 3.90 -1.72  0.121

Properties
Orbital gap, eV: 6.5
Total charge: 0
Energy above the lowest of the compared OMol25 structures with the same formula, charge and spin, kcal per mole: 0.00
Energy, eV: -101471.4023
LUMO energy, eV: -0.7807
Highest occupied orbital energy, eV: -7.28


What is the formula in the second record?
C23H24F5N3NiSTe